Entry 1:
The following is a DFT calculation (ωB97M-V/def2-TZVPD) of C23H25MoN5O11P2S2 as an isolated structure.

```
69
Properties=species:S:1:pos:R:3:forces:R:3:nbo_charge:R:1
Mo 1.577486 -0.301722 -0.429252 0.01 0.08 0.01 1.6383
S -0.746485 -2.348503 -1.753243 0.00 -0.01 -0.03 2.3575
S 3.709128 -1.155788 -0.106896 -0.01 0.02 0.01 0.3102
P 2.391941 2.108493 -2.559592 -0.01 0.01 -0.04 2.5644
P 1.760801 -0.432758 -3.598201 -0.04 -0.01 0.06 2.5679
O 2.591579 -1.387478 -4.497613 0.02 -0.01 -0.01 -0.9584
O 3.818425 2.719744 -2.387933 0.03 -0.01 0.01 -0.9690
O -0.467125 -0.592487 2.395783 -0.02 -0.02 0.00 -0.5392
O 0.351165 -0.197336 -3.864440 0.00 0.01 0.01 -1.0571
O 2.166943 1.334496 -1.184714 -0.05 -0.05 -0.02 -0.9320
O 2.017376 -1.010519 -2.100239 0.03 -0.05 -0.11 -0.8895
O 2.680034 0.867981 -3.547458 0.02 0.02 0.01 -1.0512
O 1.288425 2.980096 -2.914696 -0.01 0.00 0.01 -1.0378
O 0.982989 -1.465609 0.934571 -0.01 -0.02 0.02 -0.6197
O 0.045446 -2.929378 -2.783219 0.00 0.01 0.01 -0.8883
O -0.322163 -1.046516 -1.137590 0.02 0.01 0.00 -0.9485
N -0.723776 -3.409493 -0.536820 -0.02 0.01 0.03 -0.8791
N 5.096593 -1.316673 2.143904 -0.01 0.01 0.00 -0.7500
N 3.340152 0.154599 2.184413 0.00 0.00 -0.02 -0.3433
N 2.309661 0.652105 1.444510 0.02 -0.02 0.02 -0.2260
N 0.132448 1.197094 0.185383 -0.01 0.01 0.05 -0.4081
C -4.999631 -1.687588 -3.092165 -0.01 0.00 -0.01 0.0635
C -1.340166 3.478243 0.664712 0.02 -0.01 0.01 -0.0936
C -0.324014 3.103745 1.534446 -0.01 0.00 0.00 -0.1845
C 3.327785 3.337526 4.817938 0.00 0.00 0.01 -0.2021
C -4.494121 -0.965147 -2.010018 0.02 0.00 0.01 -0.2010
C -4.157435 -2.582900 -3.752891 0.00 0.00 -0.01 -0.1992
C -6.411193 -1.486612 -3.555221 0.01 0.00 0.00 -0.6460
C -1.490334 -3.265452 0.702174 0.02 0.01 0.00 -0.2205
C 4.050329 -0.722578 1.566613 0.00 0.00 0.00 0.2900
C -0.057947 -1.556788 1.822610 0.03 0.05 -0.02 0.8184
C -3.185810 -1.124410 -1.592563 -0.02 0.01 0.00 -0.1994
C 3.098532 2.748434 3.587847 -0.01 0.00 -0.01 -0.1651
C -1.567096 2.719722 -0.468444 -0.01 0.01 0.00 -0.1971
C 1.867337 2.144803 3.334268 0.01 0.00 0.01 -0.0797
C -2.847289 -2.764179 -3.353274 0.01 0.02 0.02 -0.1615
C 1.577290 1.554073 2.023645 -0.02 -0.01 -0.02 0.3257
C -2.373084 -2.028121 -2.271100 0.01 -0.03 -0.02 -0.3341
C -0.801976 1.589148 -0.689854 -0.01 -0.01 -0.03 0.0799
C 0.876936 2.116714 4.316899 0.00 0.00 -0.01 -0.2074
C 0.404837 1.965401 1.258837 0.02 0.01 -0.01 0.1760
C 1.129349 2.679418 5.557292 0.00 0.00 0.00 -0.1892
C 2.348460 3.296016 5.803113 0.00 0.00 0.00 -0.1585
C -0.604412 -2.950415 1.913760 -0.02 -0.01 0.02 -0.5205
H 2.077250 -1.881888 -5.152054 -0.01 0.01 0.01 0.5485
H 3.861003 2.770030 2.820632 0.00 0.00 0.00 0.2246
H -0.069269 3.698349 2.399029 0.00 0.00 0.00 0.2675
H -7.045555 -1.118344 -2.751256 0.00 0.00 0.00 0.2326
H 0.373889 2.640632 6.329906 0.00 0.00 0.00 0.2365
H 0.212120 -3.669749 1.973106 0.00 0.00 0.01 0.2510
H -2.805570 -0.551804 -0.756656 0.00 0.01 0.00 0.2227
H -1.204781 -3.005570 2.820410 0.00 -0.02 0.00 0.2653
H -2.196979 -3.450077 -3.878799 0.00 0.00 0.00 0.2490
H -0.069953 1.628882 4.118847 0.00 0.00 0.00 0.2320
H -5.138953 -0.269124 -1.488837 0.00 0.00 0.00 0.2316
H -2.020291 -4.198728 0.882598 0.00 0.00 0.00 0.2455
H -6.834898 -2.412728 -3.939898 0.00 0.00 0.00 0.2396
H -2.308966 3.000635 -1.201862 0.00 0.00 0.00 0.2599
H 4.272487 3.826111 5.013036 0.00 0.00 0.00 0.2378
H 5.368234 -1.036342 3.073247 0.00 -0.01 0.00 0.4349
H -1.918515 4.372144 0.854877 0.00 0.00 0.00 0.2558
H 5.647998 -2.006396 1.664452 0.00 0.00 0.00 0.4264
H -6.436898 -0.753345 -4.364008 0.00 0.00 0.00 0.2483
H -2.252753 -2.494586 0.576313 0.00 -0.01 -0.01 0.2222
H 3.903018 3.628556 -2.710702 -0.01 0.00 0.00 0.5452
H -0.518699 -4.343672 -0.866762 0.00 0.00 0.00 0.4451
H -4.534524 -3.145132 -4.597445 0.00 0.00 0.00 0.2402
H 2.537405 3.747433 6.767726 0.00 0.00 0.00 0.2385
H -0.924191 1.005312 -1.591182 0.00 0.00 0.00 0.2641
```
Forces are in eV/Å.

Results
Orbital gap   5.60 eV
E   -3539.96439 a.u.
Charge   +2
E_HOMO   -14.11 eV
Energy relative to the best compared isomer or geometry (same formula, charge and spin)   0.00 kJ/mol


Entry 2:
The following is a DFT calculation (ωB97M-V/def2-TZVPD) of a 4-piece molecular cluster, C4H13NO3 overall at a distorted geometry.

```
21
Properties=species:S:1:pos:R:3:forces:R:3:nbo_charge:R:1
O -3.311397 -0.026228 0.871465 0.52 -0.03 -0.78 -1.1036
O -2.138631 -0.237095 -1.317838 -0.88 0.79 -0.59 -1.0211
O -1.040460 1.051195 1.592172 0.24 0.22 -0.35 -0.9359
N 0.522363 -0.685895 0.125511 -0.54 -1.07 -1.21 -0.1163
C 1.659038 0.001882 0.129532 2.03 0.70 1.21 0.0907
C -0.052481 -1.179827 -1.087141 1.92 -0.16 0.82 -0.4774
C 2.533690 0.173907 -0.923820 -1.78 -0.45 0.22 -0.1227
C 2.055399 0.608313 1.471653 0.20 1.25 -1.01 -0.6637
H -0.513693 0.309219 1.281170 0.13 -0.41 0.40 0.4471
H -1.931612 0.779683 1.262439 -0.62 0.23 0.37 0.5162
H 2.176392 -0.137939 -1.897445 0.62 0.07 -0.23 0.2056
H -0.019818 -0.373659 -1.828243 -0.41 -0.23 -0.20 0.2575
H -2.663715 0.128959 -2.034560 -0.26 0.17 0.16 0.4685
H 1.443555 1.522786 1.448063 -0.35 -0.42 1.05 0.2677
H 3.057006 1.053115 1.487713 0.13 -0.52 -0.40 0.2131
H 1.984124 -0.026796 2.343745 -0.67 -0.01 0.01 0.2477
H -2.633563 -0.063532 -0.386308 -0.67 -0.21 0.42 0.4960
H 3.491660 0.621882 -0.729228 0.19 -0.03 -0.31 0.2222
H -4.229419 0.074727 0.606972 -0.05 0.13 0.19 0.4467
H -1.021849 -1.635152 -0.946338 0.22 0.03 0.11 0.3052
H 0.633408 -1.959552 -1.469510 0.03 -0.06 0.11 0.2566
```
Forces are in eV/Å.

Results
Orbital gap   3.90 eV
E   -440.42462 a.u.
E_HOMO   -8.18 eV
Energy relative to the best compared isomer or geometry (same formula, charge and spin)   762.91 kJ/mol


Entry 3:
The following is a DFT calculation (ωB97M-V/def2-TZVPD) of a 2-piece molecular cluster, C4H4IO2 overall at a distorted geometry.

```
11
Properties=species:S:1:pos:R:3:forces:R:3:nbo_charge:R:1
I -0.659271 -2.281569 2.235241 0.15 0.74 -0.51 -0.2427
O 3.107668 -1.944846 -0.329086 0.15 -0.12 -1.05 -0.6198
O 2.977409 -1.727309 1.917551 0.73 0.19 5.16 -0.5620
C 2.844084 -1.785509 0.800645 -1.23 0.06 -4.07 1.0467
C 0.548313 -1.007954 0.713835 0.59 -2.09 0.57 -0.3337
C 0.364409 0.429727 0.628887 0.04 3.58 0.63 -0.5217
C -0.224088 -0.451331 -0.436717 0.40 0.20 1.30 -0.5269
H 0.195980 -0.502294 -1.385090 1.05 -0.14 -1.64 0.1870
H -0.296750 1.208287 1.248711 1.22 -2.09 -1.32 0.1917
H -1.256887 -0.466380 -0.496476 -2.07 -0.16 0.26 0.1889
H 1.336090 0.911605 0.305898 -1.02 -0.18 0.67 0.1925
```
Forces are in eV/Å.

Results
Orbital gap   6.26 eV
E   -602.96179 a.u.
Charge   -1
E_HOMO   -2.94 eV
Energy relative to the best compared isomer or geometry (same formula, charge and spin)   165.70 kJ/mol